ORCA calculation (wB97M-V/def2-TZVPD) on 2 unconnected molecules or ions with the total composition C9H16N3O at a distorted geometry.

HOMO level = -11.17 eV
Kohn-Sham gap = 8.16 eV
Net charge = +1

Positions of all 29 atoms, in Å:
1 C 3.5557 1.1962 -2.4412
2 C 1.9919 -0.6172 -1.8810
3 N 2.7127 -1.3012 -0.9907
4 N 2.5062 0.2108 -2.7788
5 N 0.6925 -0.9477 -1.9623
6 H 3.6964 -1.4776 -1.1187
7 H 2.3317 -1.7187 -0.1516
8 H 2.0059 0.4277 -3.6231
9 H 0.0572 -0.9416 -2.7432
10 H 0.2680 -1.3912 -1.1573
11 H 4.4478 0.7045 -2.0438
12 H 3.3139 1.7887 -1.5667
13 H 3.7859 1.6520 -3.3920
14 C -3.6733 1.9018 1.9619
15 C -0.6568 -1.0788 1.3819
16 C -1.9632 -1.4794 1.6339
17 C -0.2389 0.2435 1.5722
18 C -2.9047 -0.4553 1.5665
19 C -1.2436 1.1909 1.7464
20 C -2.6201 0.8907 1.7288
21 O 0.2911 -1.9457 0.8925
22 H 0.0560 -2.8798 0.9921
23 H -2.1558 -2.5439 1.7030
24 H 0.6941 0.5849 1.1282
25 H -3.9216 -0.8524 1.6397
26 H -0.9672 2.1932 2.0740
27 H -4.1609 2.4716 1.1352
28 H -3.2707 2.7858 2.4726
29 H -4.6301 1.3882 2.2214

Forces on atoms 1 to 6 (eV/Å):
0.74 -1.61 0.42
-1.56 -1.51 -1.18
0.94 0.63 0.71
1.10 0.40 0.52
-0.78 -0.25 0.87
0.06 0.63 -0.11

Atom charges from the Mulliken analysis, given in e for atoms 1 to 6:
1. C -0.880
2. C 0.693
3. N -0.283
4. N -0.212
5. N -0.287
6. H 0.212